[1]
This record from the Open Molecules 2025 dataset describes a cluster of 4 separate species, C30H46F17N2 in total. The level of theory is the ωB97M-V functional and the def2-TZVPD basis.

HOMO energy ... -12.24 eV
2S+1 ... 1
LUMO ... -0.20435 Ha
Energy relative to the best compared isomer or geometry (same formula, charge and spin) ... 0.0 kcal/mol
Net charge ... +1

Cartesian coordinates (Å):
F  0.78317  2.43422  -0.56713
C  2.01319  1.99400  -0.30548
F  2.87037  3.01156  -0.31381
F  2.37540  1.11812  -1.25230
C  1.98341  1.31056  1.09424
F  1.80012  2.26828  2.02214
F  0.91636  0.48015  1.10632
C  3.26884  0.51824  1.45690
F  3.44669  -0.47352  0.56603
F  4.28348  1.38783  1.34000
C  3.40054  -0.09687  2.91589
F  3.82977  0.89248  3.70696
F  4.34256  -1.06046  2.84255
C  2.20993  -0.75007  3.70292
F  2.67916  -0.98618  4.93316
F  1.18832  0.11197  3.79632
C  1.71525  -2.13890  3.16557
F  2.50588  -3.10511  3.65223
F  1.77993  -2.19224  1.81361
C  0.25106  -2.47755  3.55231
F  0.11785  -2.39782  4.87601
F  -0.59147  -1.60817  2.94278
C  -0.24443  -3.89081  3.09082
F  -1.44855  -4.06497  3.67792
F  0.59619  -4.86106  3.46130
C  -0.43505  -4.00113  1.58287
C  0.50797  -4.56743  0.73416
C  0.18957  -4.61076  -0.60540
C  -1.04693  -4.08938  -1.02389
N  -1.92152  -3.56927  -0.19146
N  -1.57723  -3.55416  1.07354
H  1.43586  -4.96386  1.12557
H  0.86558  -5.04320  -1.33052
H  -1.34389  -4.09931  -2.06377
H  -2.27778  -3.16245  1.69885
C  0.44306  5.79060  0.59647
C  -0.94965  5.17577  0.49704
C  -1.50399  5.14578  -0.92617
C  -1.68380  6.51810  -1.57688
C  -2.59066  7.47896  -0.81019
C  -4.01806  6.96481  -0.64787
H  0.44592  6.83511  0.28343
H  0.81518  5.75691  1.62148
H  1.15255  5.25200  -0.03629
H  -1.63560  5.71326  1.15677
H  -0.91262  4.14852  0.87327
H  -2.46044  4.61490  -0.92133
H  -0.83245  4.55005  -1.55450
H  -2.09669  6.37288  -2.58053
H  -0.70627  6.98581  -1.72174
H  -2.61283  8.43120  -1.34541
H  -2.16464  7.69673  0.17308
H  -4.47053  6.76751  -1.62233
H  -4.64007  7.69746  -0.13290
H  -4.05280  6.04011  -0.06897
C  4.76564  -7.96970  -0.27875
C  4.95857  -8.37354  1.17958
C  3.79642  -7.96848  2.08423
C  3.54080  -6.46238  2.15901
C  4.73493  -5.62338  2.61294
C  5.20422  -5.95572  4.02536
H  4.70149  -6.88547  -0.39423
H  5.59880  -8.31060  -0.89271
H  3.85157  -8.40903  -0.68594
H  5.89191  -7.94808  1.55633
H  5.07769  -9.45730  1.23805
H  3.97288  -8.35458  3.09062
H  2.88436  -8.46095  1.73067
H  2.70220  -6.28959  2.84269
H  3.21805  -6.10622  1.17052
H  4.46135  -4.56616  2.56797
H  5.56270  -5.74757  1.91076
H  4.39857  -5.81099  4.74898
H  6.03554  -5.31538  4.31952
H  5.54340  -6.98869  4.10589
C  -6.82650  2.27776  -4.26268
C  -5.39644  2.22278  -4.79056
C  -4.36232  2.77541  -3.81059
C  -4.55238  4.24668  -3.43769
C  -4.55660  5.21392  -4.61995
C  -3.25632  5.20622  -5.41817
H  -7.14728  3.30267  -4.07280
H  -7.52550  1.84464  -4.97873
H  -6.91790  1.72109  -3.32712
H  -5.33640  2.76385  -5.73833
H  -5.13888  1.18505  -5.02061
H  -3.36220  2.63192  -4.23040
H  -4.39227  2.17984  -2.89110
H  -3.75147  4.53491  -2.75022
H  -5.48367  4.36484  -2.87656
H  -4.73784  6.22303  -4.23997
H  -5.39414  4.98932  -5.28568
H  -2.40530  5.45514  -4.78007
H  -3.28984  5.93556  -6.22790
H  -3.06307  4.23001  -5.86598

---

[2]
This record from the Open Molecules 2025 dataset describes a structure of composition C18H48CuF2NO22S8 in a non-equilibrium geometry. The level of theory is the ωB97M-V functional and the def2-TZVPD basis.

HOMO energy (spin up / spin down) ... -14.28 / -14.27 eV
2S+1 ... 3
LUMO (spin up / spin down) ... -0.18909 / -0.42647 Ha
Net charge ... +2

Cartesian coordinates (Å):
Cu  2.36862  -0.35917  2.87482
N  1.08991  -0.12763  1.28549
S  -0.41798  0.20091  1.09373
O  -1.25205  -0.57647  0.18069
O  -0.78908  1.61590  1.28292
F  -0.87382  -0.37092  2.47327
S  1.29940  0.27672  -0.35353
O  1.31415  1.72970  -0.65803
O  0.96855  -0.66673  -1.39984
F  2.89038  -0.07318  -0.21539
O  -5.04408  -2.84797  -2.41996
S  -4.38381  -3.09391  -1.13674
O  -4.87149  -4.10637  -0.18413
O  -2.78187  -3.30515  -1.43073
C  -1.90176  -3.81792  -0.39095
C  -0.50820  -3.86819  -1.00833
C  -4.30533  -1.46425  -0.27043
H  -2.19506  -4.84064  -0.15410
H  -1.98054  -3.26982  0.54793
H  -0.52960  -4.66092  -1.75614
H  0.18270  -4.11015  -0.20074
H  -0.16929  -2.92199  -1.43017
H  -3.97477  -1.62704  0.75541
H  -5.25290  -0.92793  -0.32133
H  -3.51890  -0.90584  -0.77818
O  -1.54820  1.69873  -1.42220
S  -2.31586  1.52243  -2.62155
O  -3.77068  1.32519  -2.65031
O  -1.88261  2.73726  -3.68844
C  -2.72295  3.22460  -4.73040
C  -3.55808  4.29340  -4.12281
C  -1.63843  0.02803  -3.51449
H  -3.37753  2.44740  -5.12484
H  -2.11332  3.54513  -5.57521
H  -4.41146  4.51866  -4.76241
H  -3.13906  5.25841  -3.83772
H  -4.01518  3.96284  -3.19013
H  -0.75585  0.34555  -4.06977
H  -2.31406  -0.31860  -4.29646
H  -1.35942  -0.70886  -2.76134
O  3.77884  -3.96802  -2.77284
S  2.88669  -5.09797  -3.09557
O  2.07466  -5.70523  -2.09035
O  1.86071  -4.63850  -4.29987
C  1.95123  -3.35463  -4.95310
C  0.93867  -2.39254  -4.24315
C  3.74188  -6.45464  -3.92157
H  1.67166  -3.52560  -5.99267
H  2.91082  -2.84390  -4.87296
H  -0.09313  -2.74294  -4.27010
H  1.05523  -1.39883  -4.67563
H  1.33170  -2.34909  -3.22741
H  4.67588  -6.59768  -3.37818
H  3.92317  -6.18707  -4.96255
H  3.09516  -7.33205  -3.92133
O  3.88491  -1.61788  2.00024
S  4.59906  -2.67850  1.22760
O  5.49725  -2.31536  0.14290
O  5.37015  -3.72697  2.19878
C  4.83543  -3.83728  3.51309
C  5.54549  -4.99843  4.20058
C  3.30014  -3.87590  0.53634
H  3.76526  -4.03439  3.44976
H  4.86462  -2.96474  4.16570
H  5.49415  -5.95802  3.68613
H  5.22957  -5.10247  5.23860
H  6.59723  -4.71437  4.16537
H  2.58591  -3.22278  0.03494
H  2.84521  -4.21615  1.46659
H  3.73379  -4.69004  -0.04437
O  -1.76454  5.55338  -1.68364
S  -0.79553  6.17949  -0.77490
O  0.50761  6.71501  -1.23942
O  -1.56454  7.53395  -0.10438
C  -2.90903  7.44402  0.19708
C  -3.72117  8.19416  -0.84409
C  -0.49333  5.19867  0.76534
H  -3.03187  7.93110  1.16443
H  -3.25887  6.41535  0.28398
H  -3.41827  7.88117  -1.84328
H  -3.52652  9.24145  -0.61301
H  -4.77655  7.96349  -0.69890
H  0.23755  5.79240  1.31432
H  -0.20205  4.23308  0.35194
H  -1.47843  5.03768  1.20323
O  2.12959  3.81590  4.75459
S  1.17901  2.67297  4.73348
O  1.42950  1.35492  4.24549
O  0.58199  2.43183  6.33340
C  -0.40994  1.45473  6.53359
C  -0.33912  0.94932  7.94575
C  -0.37912  3.35184  4.00634
H  -0.32519  0.63516  5.81998
H  -1.34546  1.96295  6.29990
H  -0.57723  1.74290  8.65401
H  0.69512  0.63136  8.07742
H  -0.97105  0.10122  8.20934
H  -0.17880  3.59268  2.96232
H  -0.55253  4.20243  4.66551
H  -1.13308  2.56616  3.95777

---

[3]
This record from the Open Molecules 2025 dataset describes the molecule C5H9NO2S in a non-equilibrium geometry. The level of theory is the ωB97M-V functional and the def2-TZVPD basis.

HOMO energy (spin up / spin down) ... -5.13 / -9.38 eV
2S+1 ... 3
LUMO (spin up / spin down) ... 0.02280 / -0.18668 Ha
Energy relative to the best compared isomer or geometry (same formula, charge and spin) ... 113.0 kcal/mol
Net charge ... 0

Cartesian coordinates (Å):
C  -1.10625  1.12988  -1.99419
C  -0.80467  1.08051  0.76547
C  2.03462  -0.77288  1.67829
C  0.06634  0.17702  -0.05382
C  -0.75149  -0.15897  -1.35370
N  -1.35312  2.11792  -2.51344
O  -0.12910  -0.94687  -2.34184
O  -1.99728  -0.88269  -1.15293
S  0.56259  -1.37724  0.79224
H  -1.84948  0.69554  0.77979
H  -0.73382  2.08266  0.35904
H  -0.42686  1.18114  1.89421
H  2.23203  -1.48318  2.62450
H  1.80517  0.21255  2.25284
H  2.85696  -0.64409  1.07804
H  0.88729  0.77372  -0.33531
H  0.55204  -1.52467  -1.85024
H  -1.84498  -1.66035  -0.62893

---

[4]
This record from the Open Molecules 2025 dataset describes a structure of composition C25H21BeClN2O2 in a non-equilibrium geometry. The level of theory is the ωB97M-V functional and the def2-TZVPD basis.

HOMO energy ... 0.44 eV
2S+1 ... 1
LUMO ... 0.15310 Ha
Energy relative to the best compared isomer or geometry (same formula, charge and spin) ... 32.3 kcal/mol
Net charge ... -2

Cartesian coordinates (Å):
C  1.09820  4.22138  0.09846
C  0.61726  4.80409  -1.12671
C  0.83374  3.86808  -2.16282
H  0.16945  5.79150  -1.22248
C  1.23981  2.62507  -1.56731
C  1.54750  2.91529  -0.19573
H  2.05497  2.27108  0.48830
H  1.15961  4.69803  1.07959
H  0.72397  4.01932  -3.24081
H  1.41002  1.66533  -2.09288
Be  -1.00230  1.57689  -1.66244
Cl  -2.08461  2.58349  -0.45686
C  -2.52680  1.95222  -3.02198
C  -1.47086  1.61612  -3.92459
C  -0.96219  2.81960  -4.46779
H  -1.15817  0.60340  -4.16820
C  -1.68027  3.90951  -3.89554
C  -2.64759  3.39536  -3.02732
H  -3.33856  3.98593  -2.43130
H  -3.18848  1.24714  -2.52470
H  -0.13929  2.89955  -5.17707
H  -1.48823  4.96833  -4.06732
O  -1.47367  -0.46511  -2.16564
C  -0.69433  -0.71012  -1.18979
N  -0.46587  -1.88730  -0.47872
C  0.28396  -1.58759  0.78122
C  0.69704  -0.13591  0.49054
O  1.49710  0.49297  1.17974
N  0.05216  0.31521  -0.66181
C  -0.60901  -1.66200  2.04026
C  -0.60050  -0.68803  3.03926
C  -1.39623  -0.84309  4.19382
C  -2.22021  -1.96461  4.33497
C  -2.16289  -2.98807  3.37552
C  -1.35232  -2.83333  2.24281
C  1.48476  -2.55820  0.99416
C  2.20669  -2.64654  2.19391
C  3.15450  -3.67136  2.41351
C  3.37659  -4.67367  1.46418
C  2.73518  -4.52244  0.23577
C  1.80529  -3.48608  0.01289
H  -1.33259  -2.49698  -0.44098
H  0.01957  0.20661  2.91122
H  -1.32759  -0.12239  5.01734
H  -2.87376  -2.07013  5.21068
H  -2.73392  -3.90634  3.51697
H  -1.30007  -3.64627  1.52076
H  2.04382  -1.96099  3.02428
H  3.72904  -3.73112  3.33900
H  4.06161  -5.53138  1.66123
H  2.95542  -5.22635  -0.56141
H  1.27302  -3.43612  -0.92817

---

[5]
This record from the Open Molecules 2025 dataset describes a cluster of 2 separate species, C5H14N3S in total in a non-equilibrium geometry. The level of theory is the ωB97M-V functional and the def2-TZVPD basis.

HOMO energy (spin up / spin down) ... -11.34 / -11.23 eV
2S+1 ... 1
LUMO (spin up / spin down) ... -0.14590 / -0.11599 Ha
Energy relative to the best compared isomer or geometry (same formula, charge and spin) ... 81.0 kcal/mol
Net charge ... +1

Cartesian coordinates (Å):
C  0.69820  1.70978  -0.01635
C  -2.41454  -0.41657  -0.51994
C  0.94670  -1.68951  1.55513
C  -1.41579  -1.30074  -1.11573
C  0.97544  -0.72715  0.34902
N  0.27615  2.87671  0.51991
N  0.98729  1.66832  -1.31378
N  0.61445  0.60733  0.73252
S  2.37204  -0.97300  -0.72542
H  -3.38717  -0.39998  -1.20058
H  -2.55858  -0.55321  0.46123
H  -2.03648  0.57777  -0.72484
H  -0.04666  -1.96907  1.79119
H  1.47283  -2.51904  1.25000
H  1.17514  -1.32037  2.53368
H  -1.12230  -1.37172  -2.10239
H  -1.48405  -2.27792  -0.84300
H  -0.02405  3.53285  -0.12357
H  -0.17995  2.78563  1.45174
H  0.48719  2.35071  -1.80349
H  1.68495  1.03982  -1.64894
H  0.14240  0.48505  1.59556
H  2.83677  -2.11569  -0.10195

---

[6]
This record from the Open Molecules 2025 dataset describes the molecule C5H10O. The level of theory is the ωB97M-V functional and the def2-TZVPD basis.

HOMO energy ... -8.53 eV
2S+1 ... 1
LUMO ... 0.03267 Ha
Energy relative to the best compared isomer or geometry (same formula, charge and spin) ... 62.3 kcal/mol
Net charge ... 0

Cartesian coordinates (Å):
C  -0.80582  -0.58020  -1.07582
C  0.24603  -0.40712  0.02202
C  1.66245  -0.62796  -0.50569
C  0.09290  0.97532  0.72154
C  -0.66588  0.68379  1.99172
O  -1.95288  0.86862  1.82956
H  -0.75759  -1.58431  -1.51213
H  -1.82170  -0.43803  -0.68447
H  -0.65038  0.14661  -1.88361
H  2.39450  -0.54271  0.30534
H  1.92150  0.10892  -1.27577
H  1.75777  -1.62576  -0.94965
H  1.07458  1.39374  0.96704
H  -0.42217  1.68764  0.04700
H  0.06251  -1.17520  0.78763
H  -2.19429  1.23279  0.94634

---

What did the fourth record say?
This record from the Open Molecules 2025 dataset describes a structure of composition C25H21BeClN2O2 in a non-equilibrium geometry. The level of theory is the ωB97M-V functional and the def2-TZVPD basis.

HOMO energy ... 0.44 eV
2S+1 ... 1
LUMO ... 0.15310 Ha
Energy relative to the best compared isomer or geometry (same formula, charge and spin) ... 32.3 kcal/mol
Net charge ... -2

Cartesian coordinates (Å):
C  1.09820  4.22138  0.09846
C  0.61726  4.80409  -1.12671
C  0.83374  3.86808  -2.16282
H  0.16945  5.79150  -1.22248
C  1.23981  2.62507  -1.56731
C  1.54750  2.91529  -0.19573
H  2.05497  2.27108  0.48830
H  1.15961  4.69803  1.07959
H  0.72397  4.01932  -3.24081
H  1.41002  1.66533  -2.09288
Be  -1.00230  1.57689  -1.66244
Cl  -2.08461  2.58349  -0.45686
C  -2.52680  1.95222  -3.02198
C  -1.47086  1.61612  -3.92459
C  -0.96219  2.81960  -4.46779
H  -1.15817  0.60340  -4.16820
C  -1.68027  3.90951  -3.89554
C  -2.64759  3.39536  -3.02732
H  -3.33856  3.98593  -2.43130
H  -3.18848  1.24714  -2.52470
H  -0.13929  2.89955  -5.17707
H  -1.48823  4.96833  -4.06732
O  -1.47367  -0.46511  -2.16564
C  -0.69433  -0.71012  -1.18979
N  -0.46587  -1.88730  -0.47872
C  0.28396  -1.58759  0.78122
C  0.69704  -0.13591  0.49054
O  1.49710  0.49297  1.17974
N  0.05216  0.31521  -0.66181
C  -0.60901  -1.66200  2.04026
C  -0.60050  -0.68803  3.03926
C  -1.39623  -0.84309  4.19382
C  -2.22021  -1.96461  4.33497
C  -2.16289  -2.98807  3.37552
C  -1.35232  -2.83333  2.24281
C  1.48476  -2.55820  0.99416
C  2.20669  -2.64654  2.19391
C  3.15450  -3.67136  2.41351
C  3.37659  -4.67367  1.46418
C  2.73518  -4.52244  0.23577
C  1.80529  -3.48608  0.01289
H  -1.33259  -2.49698  -0.44098
H  0.01957  0.20661  2.91122
H  -1.32759  -0.12239  5.01734
H  -2.87376  -2.07013  5.21068
H  -2.73392  -3.90634  3.51697
H  -1.30007  -3.64627  1.52076
H  2.04382  -1.96099  3.02428
H  3.72904  -3.73112  3.33900
H  4.06161  -5.53138  1.66123
H  2.95542  -5.22635  -0.56141
H  1.27302  -3.43612  -0.92817

---

Question: What is the net charge in the sixth record?
Answer: 0